Below is C44H49FN6O4PdSeTe as an isolated structure in a non-equilibrium geometry, with properties calculated with ωB97M-V/def2-TZVPD.

XYZ file:
```
107
Properties=species:S:1:pos:R:3:lowdin_charge:R:1
Pd 0.2999 -0.9004 0.7290 0.7080
C 4.2140 5.6293 1.7037 -0.0532
C 3.9979 5.0011 0.3284 -0.1808
N 2.9300 4.0016 0.3488 -0.0260
C 3.2763 2.7132 0.5992 0.0522
C 2.3987 1.6920 0.7948 -0.0104
C 3.0374 0.3389 1.1029 -0.5973
O 4.1965 0.3686 1.4959 0.0461
O 2.3550 -0.7137 0.8769 -0.1116
C 1.0061 1.9639 0.7503 -0.2719
O 0.0951 1.1283 0.9752 -0.1777
C 0.6288 3.3403 0.5075 -0.0392
C -0.7216 3.6941 0.5145 0.1047
C -1.0975 5.0058 0.4070 -0.1904
F -2.4136 5.2941 0.4903 0.0692
C -0.1677 6.0273 0.2234 -0.1368
C 1.1781 5.6713 0.1690 0.0525
C 1.5968 4.3523 0.3419 -0.1203
N -0.4994 7.3988 0.0571 -0.1143
C 0.1370 8.3872 0.9202 -0.1123
C 0.4840 9.6101 0.0381 -0.0693
N -0.4195 9.5405 -1.1525 0.0472
C -1.8258 9.2700 -0.7252 -0.0678
C -1.8724 7.7988 -0.2403 -0.1239
H 4.9811 6.4010 1.6505 0.0821
H 4.5378 4.8665 2.4113 0.0883
H 3.2905 6.0716 2.0803 0.0656
H 4.9082 4.4990 0.0094 0.1278
H 3.7707 5.7591 -0.4210 0.1112
H 4.3355 2.4966 0.6597 0.1511
H -1.4694 2.9196 0.6322 0.1438
H 1.9021 6.4533 -0.0101 0.1082
H 1.0317 7.9750 1.3753 0.1246
H -0.5360 8.6880 1.7317 0.1378
H 1.5099 9.5692 -0.3236 0.1359
H 0.3241 10.5506 0.5601 0.1374
H -0.1276 8.6917 -1.6503 0.1829
H -0.3342 10.3569 -1.7544 0.1896
H -2.5023 9.4315 -1.5603 0.1385
H -2.0820 9.9666 0.0701 0.1368
H -2.2650 7.1543 -1.0236 0.1366
H -2.5400 7.7219 0.6216 0.1350
C -3.4244 -3.9168 1.4742 -0.0222
N -2.9091 -2.9978 2.4738 -0.0959
C -2.8717 -3.2866 3.8183 -0.0183
C -2.3454 -2.2171 4.4452 -0.0252
N -2.0525 -1.2847 3.4774 -0.1150
C -1.5570 0.0435 3.7594 -0.0289
C -2.3691 -1.7829 2.2600 -0.6184
Se -2.1676 -0.8987 0.6185 0.7044
H -4.4184 -4.2492 1.7705 0.1030
H -2.7494 -4.7659 1.3885 0.0817
H -3.4887 -3.4052 0.5181 0.0487
H -3.2298 -4.2196 4.2147 0.1361
H -2.1558 -2.0401 5.4886 0.1339
H -0.8364 -0.0116 4.5733 0.0904
H -2.3821 0.6960 4.0508 0.1032
H -1.0840 0.4636 2.8784 0.0377
C -3.8276 -6.8128 -5.8044 -0.0529
C -3.1287 -6.0694 -4.6978 -0.2718
C -2.8663 -6.6651 -3.4767 -0.0218
C -2.1961 -5.9833 -2.4576 -0.3059
C -1.9080 -6.7274 -1.1756 -0.0727
C -1.7912 -4.6685 -2.6784 -0.2900
Te -0.7785 -3.4170 -1.0503 1.5880
N 0.4404 -2.8348 0.6279 -0.3396
C 0.3433 -3.6732 1.6639 -0.6233
O -0.2092 -4.7926 1.5870 -0.0666
C 0.9828 -3.2764 2.9703 -0.1385
C 1.0214 -1.9502 3.3946 -0.0749
C 1.5982 -1.6246 4.6114 -0.0837
C 2.1301 -2.6208 5.4180 -0.0884
C 2.0972 -3.9418 4.9950 -0.0743
C 1.5192 -4.2714 3.7788 -0.0146
C 1.0379 -3.7044 -2.1213 -0.3724
C 1.4409 -5.0345 -2.2319 -0.1148
C 2.6477 -5.3570 -2.8291 -0.0811
C 3.4506 -4.3432 -3.3262 -0.0822
C 3.0406 -3.0248 -3.2311 -0.0509
C 1.8360 -2.6716 -2.6242 -0.3012
C 1.4582 -1.2203 -2.5382 -0.0775
C -2.0663 -4.0364 -3.8959 -0.3004
C -1.6473 -2.6141 -4.1715 -0.0790
C -2.7216 -4.7522 -4.8887 -0.0221
H -4.0803 -7.8274 -5.5000 0.0721
H -3.1910 -6.8664 -6.6890 0.0807
H -4.7480 -6.3022 -6.0933 0.0794
H -3.1760 -7.6909 -3.2995 0.1172
H -1.1932 -7.5325 -1.3605 0.0858
H -2.8194 -7.1825 -0.7825 0.0813
H -1.4839 -6.0699 -0.4184 0.0133
H 0.6348 -1.1847 2.7108 0.0435
H 1.6491 -0.5890 4.9296 0.1007
H 2.5764 -2.3708 6.3721 0.1003
H 2.5301 -4.7155 5.6163 0.1032
H 1.4913 -5.2963 3.4333 0.1178
H 0.7932 -5.8138 -1.8506 0.0893
H 2.9515 -6.3926 -2.9136 0.1038
H 4.3981 -4.5825 -3.7921 0.1024
H 3.6727 -2.2440 -3.6397 0.1095
H 1.9063 -0.6566 -3.3588 0.0806
H 1.8404 -0.8052 -1.6049 0.0526
H 0.3773 -1.0820 -2.5654 0.0396
H -1.9565 -1.9509 -3.3616 0.0501
H -2.1001 -2.2552 -5.0960 0.0753
H -0.5611 -2.5498 -4.2706 0.0725
H -2.9232 -4.2646 -5.8381 0.1167
```

**Spin multiplicity**: 2
**<S²>**: 0.761
**DFT total energy**: -142383.3096 eV
**ΔE to the lowest compared entry with this formula, charge and spin**: 0.794 eV
**Largest force on an atom**: 1.83 eV/Å
**Charge**: +1
**E_HOMO (spin up / spin down)**: -7.841 / -8.286 eV
**Gap between HOMO and LUMO (spin up / spin down)**: 4.459 / 4.904 eV

Below is a 7-piece molecular cluster, C44H51B3FNO5 overall, with properties calculated with ωB97M-V/def2-TZVPD.

XYZ file:
```
105
Properties=species:S:1:pos:R:3:lowdin_charge:R:1
C 3.4130 -0.1057 3.3233 0.0229
C 2.8271 0.4412 2.0465 -0.4981
O 2.3387 -0.2750 1.2173 0.1011
N 2.7932 1.8640 1.8697 0.0293
C 1.6005 2.4107 2.5438 -0.1844
C 1.6850 3.9388 2.6635 -0.1621
C 1.8351 4.4311 4.1079 -0.2000
C 0.4764 4.6110 4.8080 -0.0563
B -0.2909 3.2620 4.9666 -0.5350
O 0.1486 2.2974 5.8677 0.2638
B -0.2716 1.0182 5.5944 -0.3298
O -1.5976 0.8454 5.2635 0.2741
B -2.0826 1.7713 4.3563 -0.5081
C -3.3520 1.3811 3.5129 0.0549
C -4.1487 2.5060 2.9342 -0.4516
O -4.1164 3.6579 3.1767 0.1932
F -5.0458 2.0318 2.0158 0.0647
O -1.4053 2.9560 4.1916 0.3057
H 3.2807 -1.1830 3.3314 0.0626
H 2.9024 0.3254 4.1872 0.0781
H 4.4706 0.1492 3.4278 0.0816
H 3.6220 2.2733 2.2956 0.0948
H 1.5010 1.9926 3.5579 0.0974
H 0.7206 2.0957 1.9824 0.1333
H 2.5017 4.3095 2.0418 0.1123
H 0.7745 4.3709 2.2428 0.1193
H 2.3650 5.3848 4.1070 0.1090
H 2.4604 3.7359 4.6785 0.1168
H 0.6520 4.9974 5.8175 0.1195
H -0.1183 5.3492 4.2680 0.1181
H 0.4987 0.1133 5.5304 0.1221
H -4.0256 0.8057 4.1551 0.1391
H -3.0550 0.6960 2.7141 0.1385
C -4.6370 0.7165 -3.2995 -0.0976
C -4.3704 1.8094 -4.1125 -0.0960
C -4.3120 3.0831 -3.5637 -0.0962
C -4.5164 3.2623 -2.2023 -0.0936
C -4.7812 2.1691 -1.3880 -0.0911
C -4.8429 0.8961 -1.9387 -0.0908
H -4.6818 -0.2764 -3.7291 0.0849
H -4.2079 1.6655 -5.1735 0.0991
H -4.1060 3.9363 -4.1973 0.0991
H -4.4681 4.2552 -1.7734 0.1004
H -4.9416 2.3109 -0.3284 0.0791
H -5.0515 0.0424 -1.3057 0.0990
C -5.5827 -1.1320 -8.6354 -0.0961
C -5.0314 -2.3489 -8.2585 -0.0956
C -5.0969 -2.7603 -6.9344 -0.0941
C -5.7181 -1.9554 -5.9897 -0.1017
C -6.2711 -0.7396 -6.3662 -0.1004
C -6.2013 -0.3260 -7.6893 -0.0934
H -5.5290 -0.8107 -9.6678 0.0999
H -4.5490 -2.9764 -8.9969 0.1001
H -4.6615 -3.7068 -6.6391 0.0975
H -5.7712 -2.2750 -4.9559 0.0786
H -6.7531 -0.1134 -5.6259 0.1016
H -6.6282 0.6246 -7.9823 0.1011
C 4.6476 -4.0983 0.4466 -0.0893
C 5.2670 -5.3314 0.5947 -0.0971
C 5.4963 -5.8454 1.8637 -0.0999
C 5.1027 -5.1270 2.9840 -0.0985
C 4.4822 -3.8941 2.8343 -0.0972
C 4.2549 -3.3767 1.5661 -0.0858
H 4.4691 -3.6965 -0.5427 0.1014
H 5.5710 -5.8930 -0.2794 0.0996
H 5.9816 -6.8061 1.9796 0.0990
H 5.2790 -5.5284 3.9739 0.0990
H 4.1758 -3.3389 3.7125 0.0901
H 3.7706 -2.4163 1.4399 0.0762
C 6.5105 2.9257 3.5515 -0.0998
C 7.4969 3.0550 4.5195 -0.0935
C 8.5846 2.1928 4.5182 -0.0927
C 8.6886 1.2039 3.5492 -0.0907
C 7.7029 1.0731 2.5811 -0.0886
C 6.6141 1.9339 2.5858 -0.1134
H 5.6638 3.6024 3.5503 0.0941
H 7.4194 3.8289 5.2721 0.1012
H 9.3534 2.2923 5.2735 0.1014
H 9.5387 0.5340 3.5487 0.1022
H 7.7810 0.3022 1.8255 0.1050
H 5.8477 1.8282 1.8261 0.0930
C -6.0024 -4.9572 -3.4043 -0.0959
C -5.4664 -6.1750 -3.0097 -0.0936
C -5.5363 -6.5639 -1.6792 -0.0971
C -6.1443 -5.7365 -0.7451 -0.0978
C -6.6816 -4.5193 -1.1404 -0.0968
C -6.6097 -4.1291 -2.4705 -0.0980
H -5.9503 -4.6537 -4.4426 0.0841
H -4.9941 -6.8208 -3.7389 0.1005
H -5.1159 -7.5122 -1.3697 0.0999
H -6.2001 -6.0411 0.2922 0.0996
H -7.1580 -3.8752 -0.4123 0.0997
H -7.0294 -3.1795 -2.7794 0.0965
C 2.4975 0.0108 -3.6245 -0.0991
C 2.6560 1.1437 -4.4117 -0.1043
C 2.8700 2.3782 -3.8139 -0.1042
C 2.9293 2.4767 -2.4302 -0.0961
C 2.7727 1.3449 -1.6409 -0.0882
C 2.5549 0.1122 -2.2413 -0.0902
H 2.3259 -0.9513 -4.0909 0.0975
H 2.6107 1.0649 -5.4906 0.0969
H 2.9892 3.2628 -4.4269 0.0967
H 3.0969 3.4400 -1.9638 0.0965
H 2.8161 1.4163 -0.5626 0.0626
H 2.4232 -0.7657 -1.6211 0.0943
```

**Spin multiplicity**: 1
**DFT total energy**: -62937.2811 eV
**Largest force on an atom**: 0.76 eV/Å
**E_HOMO**: -8.948 eV
**SMILES**: CC(=O)NCCCCB1OBOB(CC(=O)F)O1.c1ccccc1.c1ccccc1.c1ccccc1.c1ccccc1.c1ccccc1.c1ccccc1
**Gap between HOMO and LUMO**: 9.278 eV

Below is C44H51BrOPSeSn as an isolated structure in a non-equilibrium geometry, with properties calculated with ωB97M-V/def2-TZVPD.

XYZ file:
```
100
Properties=species:S:1:pos:R:3:lowdin_charge:R:1
Sn 0.3656 -0.0557 -1.5711 0.9987
C -2.0794 -0.7445 5.1088 -0.0386
C -1.6417 0.6711 4.8351 -0.2520
C -1.7985 1.5956 5.8662 -0.0429
C -1.3972 2.9142 5.7447 -0.0682
C -0.8166 3.3483 4.5645 -0.0804
C -0.6765 2.4532 3.5204 -0.1134
C -1.0810 1.1199 3.6297 -0.3221
P -0.8040 0.1911 2.0733 1.1349
C -2.0590 -1.1519 2.1238 -0.3628
C -3.3328 -0.5908 1.9721 -0.1249
C -4.4762 -1.3674 1.9495 -0.0761
C -4.3581 -2.7425 2.0705 -0.0767
C -3.1008 -3.3106 2.1857 -0.0433
C -1.9352 -2.5446 2.1991 -0.3241
C -0.6261 -3.2846 2.2963 -0.0765
C 0.8834 -0.5034 2.3532 -0.3152
C 1.2949 -1.0435 3.5670 -0.0782
C 2.5538 -1.6030 3.7161 -0.0525
C 3.4386 -1.6278 2.6503 -0.0528
C 3.0804 -1.0223 1.4555 -0.0364
C 1.8405 -0.3991 1.3207 -0.3334
C 1.6634 0.5429 0.1937 -0.1996
H -2.0365 -0.9394 6.1798 0.0868
H -1.4610 -1.4828 4.6047 0.0515
H -3.1066 -0.9162 4.7804 0.0905
H -2.2418 1.2602 6.7954 0.1150
H -1.5352 3.5979 6.5706 0.1086
H -0.4916 4.3730 4.4524 0.1060
H -0.2495 2.7967 2.5849 0.0902
H -3.4254 0.4858 1.8678 0.0986
H -5.4464 -0.9024 1.8334 0.1102
H -5.2376 -3.3719 2.0600 0.1045
H -3.0107 -4.3874 2.2615 0.1166
H -0.7481 -4.2996 1.9185 0.0831
H -0.2832 -3.3601 3.3299 0.0870
H 0.1700 -2.8101 1.7281 0.0365
H 0.6103 -1.0488 4.4041 0.1028
H 2.8392 -2.0395 4.6636 0.1144
H 4.4096 -2.0903 2.7571 0.1129
H 3.7870 -0.9769 0.6359 0.1181
H 2.5239 0.7583 -0.4287 0.0488
H 1.0076 1.3891 0.3866 0.0300
C -5.8887 -3.4541 -3.2562 -0.0317
C -6.1762 -2.5006 -2.0904 -0.5457
C -7.3934 -1.6515 -2.4541 -0.0508
C -6.4971 -3.3166 -0.8319 -0.0387
C -4.9419 -1.6429 -1.8310 -0.1519
C -3.7284 -2.2529 -1.5268 -0.0687
C -2.6290 -1.4530 -1.3465 -0.4763
Br -0.9836 -2.3382 -0.9242 1.0013
C -2.6079 -0.0604 -1.4577 -0.3431
O -1.4527 0.6350 -1.4019 -0.3441
C -3.8470 0.5648 -1.6362 -0.0697
C -4.9557 -0.2576 -1.8510 0.0351
C -4.1093 2.0811 -1.6175 -0.5143
C -2.8917 2.9577 -1.3078 -0.0456
C -5.1484 2.3657 -0.5200 -0.0324
C -4.6725 2.5154 -2.9771 -0.0243
H -6.7483 -4.1007 -3.4340 0.0935
H -5.0257 -4.0902 -3.0570 0.0810
H -5.6859 -2.8897 -4.1681 0.0682
H -8.2421 -2.3056 -2.6541 0.0919
H -7.2139 -1.0595 -3.3530 0.0868
H -7.6794 -0.9783 -1.6455 0.0901
H -7.4252 -3.8727 -0.9679 0.0915
H -6.6123 -2.6631 0.0346 0.0793
H -5.7069 -4.0357 -0.6093 0.0804
H -3.6433 -3.3240 -1.4115 0.1159
H -5.8961 0.2349 -2.0420 0.0966
H -2.4540 2.7128 -0.3398 0.0842
H -3.2203 3.9971 -1.2826 0.0921
H -2.1142 2.8689 -2.0607 0.0607
H -4.7735 2.0521 0.4560 0.0812
H -6.0921 1.8525 -0.6993 0.0799
H -5.3552 3.4355 -0.4771 0.0926
H -3.9865 2.2503 -3.7815 0.0637
H -4.8184 3.5959 -2.9898 0.0940
H -5.6344 2.0486 -3.1893 0.0840
C -4.9181 -1.2557 -6.5135 -0.0371
C -3.6064 -1.0971 -5.8010 -0.2484
C -2.8716 -2.1962 -5.3922 -0.0077
C -1.6263 -2.0758 -4.7786 -0.2894
C -0.9254 -3.3451 -4.3812 -0.0720
C -1.1158 -0.7864 -4.5900 -0.4973
Se 0.6919 -0.5192 -3.9930 0.7747
C -1.8418 0.3536 -4.9830 -0.2942
C -1.3244 1.7497 -4.7903 -0.0758
C -3.0774 0.1705 -5.5800 -0.0077
H -5.3035 -2.2698 -6.4229 0.0715
H -4.7999 -1.0401 -7.5766 0.0921
H -5.6637 -0.5621 -6.1236 0.0828
H -3.2631 -3.1907 -5.5706 0.1248
H -1.1538 -4.1342 -5.0948 0.0884
H -1.2729 -3.6806 -3.4049 0.0411
H 0.1546 -3.2298 -4.3251 0.0469
H -1.2138 1.9788 -3.7299 0.0475
H -2.0115 2.4718 -5.2258 0.0852
H -0.3472 1.8841 -5.2535 0.0704
H -3.6342 1.0401 -5.9059 0.1229
```

**Spin multiplicity**: 1
**DFT total energy**: -199007.8032 eV
**ΔE to the lowest compared entry with this formula, charge and spin**: 1.332 eV
**Largest force on an atom**: 2.12 eV/Å
**Charge**: +1
**E_HOMO**: -10.443 eV
**Gap between HOMO and LUMO**: 6.665 eV

> The highest largest force on an atom belongs to which entry?

C44H51BrOPSeSn